# 1
Below is an isolated molecule of H3OPS at a distorted geometry, with properties calculated with wB97M-V/def2-TZVPD.

The charge is 0.

The geometry in XYZ format:
```
6
Properties=species:S:1:pos:R:3:forces:R:3:mulliken_charge:R:1
O -0.266344 1.481421 0.597960 -2.65 -0.02 2.39 -0.423
P 0.783766 0.603935 -0.174095 0.19 -3.30 -2.12 0.218
S -0.524894 -1.666033 -0.552307 1.75 1.53 1.06 -0.415
H -0.733790 1.052612 1.409553 1.39 1.03 -2.16 0.391
H 0.513597 0.948618 -1.628695 -0.12 -0.09 1.60 0.087
H 0.227664 -2.420553 0.347584 -0.57 0.84 -0.77 0.142
```
Positions in Å, forces in eV/Å.

# 2
Below is a cluster of 2 separate species, C4H7N3S in total at a distorted geometry, with properties calculated with wB97M-V/def2-TZVPD.

The charge is 0.

The geometry in XYZ format:
```
15
Properties=species:S:1:pos:R:3:forces:R:3:mulliken_charge:R:1
C -2.642692 0.348777 -0.766579 1.06 2.04 -0.38 -0.282
C 0.536716 -0.805770 -2.141322 1.44 -1.30 0.19 0.643
C 1.255623 0.912581 1.074972 -1.76 -3.51 2.99 -1.284
C 0.025564 -0.140731 1.313876 1.69 0.93 0.90 -0.510
N -1.720795 -0.054590 -0.168373 -0.58 0.51 0.27 0.118
N 1.556343 -1.180683 -1.543447 -1.65 0.85 -1.62 -0.608
N -0.626769 -0.419340 0.103833 2.24 -1.66 -1.05 -0.267
S -0.670141 -0.571646 -3.118534 0.30 0.12 0.15 -0.331
H -3.545446 -0.057830 -0.892643 -3.35 -1.31 -0.42 0.314
H 1.916267 0.441826 0.420097 1.74 -0.21 -0.43 0.586
H 0.926136 1.779925 0.679529 -1.43 2.70 -1.62 0.362
H 1.611990 1.180274 2.078040 0.57 -0.47 -0.40 0.323
H 0.392439 -1.159914 1.719926 -0.52 1.98 -0.12 0.267
H -0.672982 0.434135 1.909597 -0.09 -0.47 1.06 0.476
H 1.657747 -0.707013 -0.668972 0.35 -0.21 0.48 0.193
```
Positions in Å, forces in eV/Å.

Which gap between HOMO and LUMO belongs to each record? In order, 8.684; 9.576 eV.
Which E_tot belongs to each record? In order, -816.5393; -718.8986 Eh.
Which ΔE to the lowest compared entry with this formula, charge and spin belongs to each record? In order, 27.0; 128.0 kcal/mol.